Record 1
{"formula": "C24H21F4N3O4Pt", "method": "the ωB97M-V functional and the def2-TZVPD basis", "orbital_gap_ev": 6.9, "total_energy_ev": -52005.8693, "total_charge": 0, "e_homo_ev": -7.053, "elements": ["Pt", "C", "N", "C", "C", "C", "N", "C", "C", "F", "C", "F", "C", "C", "F", "C", "F", "H", "H", "H", "H", "H", "H", "H", "H", "H", "H", "H", "O", "C", "O", "C", "O", "O", "C", "C", "C", "C", "C", "C", "N", "C", "C", "C", "C", "C", "C", "H", "H", "H", "H", "H", "H", "H", "H", "H", "H"], "xyz": [[0.19, 0.07, 0.67], [-2.21, 1.69, 0.71], [-0.76, 1.82, 0.99], [-0.20, 2.91, 0.16], [-0.53, 2.13, 2.44], [-0.96, 0.95, 3.27], [-0.49, -0.23, 2.57], [-0.59, -1.47, 3.09], [0.03, -2.56, 2.44], [0.71, -2.32, 1.29], [-0.03, -3.85, 2.90], [0.59, -4.81, 2.19], [-0.71, -4.18, 4.06], [-1.32, -3.14, 4.72], [-2.01, -3.39, 5.85], [-1.28, -1.84, 4.27], [-1.96, -0.91, 4.98], [-2.73, 2.60, 1.01], [-2.61, 0.83, 1.25], [-2.33, 1.52, -0.36], [-0.71, 3.85, 0.40], [-0.34, 2.66, -0.89], [0.86, 3.00, 0.36], [-1.06, 3.05, 2.69], [0.54, 2.29, 2.54], [-2.05, 0.96, 3.41], [-0.52, 1.04, 4.27], [-0.75, -5.20, 4.43], [-3.05, 1.00, -4.52], [-2.30, 1.34, -3.70], [-1.55, 1.68, -2.89], [-3.03, -2.77, -0.21], [-3.34, -3.33, -1.17], [-2.72, -2.21, 0.76], [-0.29, -2.02, -4.47], [-1.11, -1.84, -3.36], [-0.63, -1.16, -2.25], [0.67, -0.65, -2.21], [1.49, -0.86, -3.33], [1.01, -1.54, -4.44], [1.14, 0.00, -1.07], [2.19, 0.94, -1.21], [2.16, 1.92, -2.20], [3.14, 2.90, -2.26], [4.18, 2.91, -1.34], [4.23, 1.93, -0.36], [3.25, 0.95, -0.30], [-0.66, -2.55, -5.34], [-2.12, -2.22, -3.36], [-1.26, -1.01, -1.38], [2.51, -0.50, -3.32], [1.66, -1.69, -5.28], [1.34, 1.92, -2.92], [3.09, 3.66, -3.03], [4.95, 3.67, -1.39], [5.04, 1.92, 0.36], [3.28, 0.17, 0.46]]}

Record 2
{"formula": "C24H21GeN2S4Sc", "method": "the ωB97M-V functional and the def2-TZVPD basis", "orbital_gap_ev": 4.5, "total_energy_ev": -148767.3924, "total_charge": -2, "e_homo_ev": 0.085, "elements": ["Sc", "S", "S", "S", "S", "N", "C", "C", "C", "C", "C", "N", "H", "H", "H", "H", "H", "H", "C", "Ge", "C", "C", "C", "C", "C", "C", "C", "C", "C", "C", "C", "C", "C", "C", "C", "C", "C", "C", "H", "H", "H", "H", "H", "H", "H", "H", "H", "H", "H", "H", "H", "H", "H"], "xyz": [[-0.99, 0.32, -3.06], [-1.47, -1.64, -4.76], [-3.17, -0.44, -4.94], [-2.62, 1.26, -5.92], [-1.78, 2.47, -4.44], [1.34, -1.75, -2.45], [1.98, -0.74, -3.05], [3.40, -0.73, -3.20], [3.99, 0.33, -3.84], [3.22, 1.39, -4.34], [1.86, 1.32, -4.14], [1.26, 0.30, -3.51], [1.90, -2.36, -1.88], [0.36, -1.56, -2.07], [3.97, -1.55, -2.81], [5.07, 0.33, -3.96], [3.66, 2.23, -4.86], [1.19, 2.09, -4.50], [-0.98, -0.37, -1.27], [-0.84, -0.15, 0.53], [-0.80, 1.71, 1.26], [0.16, 2.17, 2.15], [0.18, 3.50, 2.59], [-0.79, 4.39, 2.14], [-1.76, 3.95, 1.25], [-1.76, 2.63, 0.81], [0.84, -0.94, 1.33], [2.07, -0.58, 0.76], [3.26, -1.16, 1.17], [3.26, -2.14, 2.15], [2.06, -2.52, 2.72], [0.87, -1.92, 2.32], [-2.23, -0.98, 1.76], [-2.78, -0.35, 2.87], [-3.78, -0.95, 3.63], [-4.24, -2.22, 3.30], [-3.70, -2.87, 2.19], [-2.72, -2.25, 1.43], [0.92, 1.49, 2.52], [0.95, 3.83, 3.28], [-0.78, 5.42, 2.48], [-2.52, 4.63, 0.89], [-2.50, 2.31, 0.09], [2.08, 0.17, -0.03], [4.20, -0.85, 0.70], [4.19, -2.61, 2.46], [2.04, -3.29, 3.49], [-0.06, -2.23, 2.78], [-2.43, 0.64, 3.15], [-4.20, -0.43, 4.49], [-5.01, -2.69, 3.89], [-4.06, -3.85, 1.91], [-2.33, -2.73, 0.54]]}

Record 3
{"formula": "C24H21MnN8O2SSe", "method": "the ωB97M-V functional and the def2-TZVPD basis", "orbital_gap_ev": [5.8, 5.9], "total_energy_ev": -148750.1837, "spin_multiplicity": 2, "total_charge": -1, "s2": 0.8533, "e_homo_ev": [-3.812, -3.916], "elements": ["Mn", "O", "C", "N", "C", "C", "C", "C", "C", "C", "N", "C", "O", "C", "C", "C", "C", "C", "N", "C", "C", "C", "C", "C", "N", "H", "H", "H", "H", "H", "H", "H", "H", "H", "H", "H", "H", "N", "N", "C", "N", "S", "H", "H", "H", "H", "H", "Se", "C", "C", "C", "N", "C", "C", "H", "H", "H", "H"], "xyz": [[0.16, -0.10, -0.36], [3.49, -2.51, -1.07], [2.39, -2.23, -0.58], [1.31, -1.68, -1.15], [1.18, -1.69, -2.56], [1.87, -2.56, -3.41], [1.60, -2.58, -4.77], [0.65, -1.74, -5.31], [-0.05, -0.87, -4.50], [0.20, -0.83, -3.12], [-0.45, 0.00, -2.20], [-1.40, 0.88, -2.52], [-1.92, 1.13, -3.62], [-1.90, 1.62, -1.30], [-2.86, 2.61, -1.45], [-3.34, 3.26, -0.33], [-2.83, 2.90, 0.91], [-1.87, 1.91, 0.97], [-1.39, 1.28, -0.10], [2.20, -2.62, 0.87], [3.19, -2.31, 1.80], [3.04, -2.74, 3.10], [1.93, -3.51, 3.43], [1.01, -3.79, 2.43], [1.13, -3.34, 1.18], [2.63, -3.20, -3.00], [2.16, -3.27, -5.40], [0.45, -1.76, -6.38], [-0.80, -0.20, -4.90], [-3.21, 2.82, -2.45], [-4.08, 4.05, -0.42], [-3.15, 3.40, 1.81], [-1.43, 1.63, 1.91], [4.05, -1.73, 1.48], [3.78, -2.50, 3.86], [1.77, -3.89, 4.43], [0.13, -4.39, 2.65], [-1.15, -1.73, 0.03], [-1.83, -1.76, 1.25], [-1.20, -1.23, 2.33], [-1.84, -1.48, 3.52], [0.22, -0.39, 2.23], [-1.81, -1.76, -0.74], [-0.46, -2.50, -0.03], [-2.46, -2.53, 1.41], [-2.85, -1.53, 3.49], [-1.47, -0.95, 4.29], [1.92, 1.69, -0.16], [1.03, 3.16, 0.64], [0.39, 4.14, -0.12], [-0.27, 5.18, 0.51], [-0.35, 5.33, 1.83], [0.28, 4.40, 2.56], [0.96, 3.32, 2.02], [0.40, 4.08, -1.20], [-0.78, 5.93, -0.08], [0.23, 4.53, 3.64], [1.43, 2.60, 2.68]]}

Record 4
{"formula": "C24H21N3O5S", "method": "the ωB97M-V functional and the def2-TZVPD basis", "orbital_gap_ev": 7.8, "total_energy_ev": -50771.7126, "total_charge": 0, "e_homo_ev": -7.957, "elements": ["C", "H", "O", "C", "C", "C", "C", "C", "C", "H", "H", "O", "C", "H", "H", "H", "N", "C", "O", "C", "C", "C", "C", "C", "C", "N", "S", "O", "O", "C", "C", "C", "C", "C", "C", "C", "C", "N", "C", "H", "H", "H", "H", "H", "H", "H", "H", "H", "H", "H", "H", "H", "H", "H"], "xyz": [[-1.81, -0.58, 4.57], [-1.83, -0.90, 5.61], [-3.13, -0.21, 4.26], [-3.40, 0.25, 3.01], [-2.45, 0.36, 2.00], [-2.81, 0.84, 0.75], [-4.14, 1.21, 0.49], [-5.08, 1.10, 1.50], [-4.71, 0.62, 2.75], [-5.44, 0.54, 3.54], [-6.11, 1.38, 1.34], [-4.40, 1.67, -0.79], [-5.71, 2.08, -1.09], [-6.42, 1.26, -0.99], [-5.68, 2.41, -2.13], [-6.02, 2.91, -0.45], [-1.91, 0.96, -0.31], [-0.57, 0.77, -0.32], [0.08, 0.49, 0.69], [0.07, 0.89, -1.65], [-0.62, 0.58, -2.82], [0.00, 0.61, -4.05], [1.34, 0.95, -4.14], [2.06, 1.26, -3.00], [1.44, 1.22, -1.75], [2.19, 1.57, -0.63], [3.56, 0.68, -0.21], [4.35, 0.39, -1.37], [4.18, 1.42, 0.85], [2.81, -0.78, 0.53], [2.83, -0.90, 1.88], [2.11, -1.93, 2.51], [1.36, -2.80, 1.77], [1.31, -2.68, 0.36], [0.54, -3.53, -0.46], [0.55, -3.33, -1.81], [1.33, -2.29, -2.34], [2.05, -1.48, -1.61], [2.06, -1.65, -0.28], [1.36, -2.10, -3.41], [-0.03, -3.96, -2.48], [-0.04, -4.32, -0.01], [0.79, -3.58, 2.24], [2.15, -2.02, 3.59], [3.41, -0.19, 2.46], [1.64, 1.64, 0.21], [3.11, 1.49, -3.04], [1.84, 0.96, -5.10], [-0.56, 0.36, -4.94], [-1.66, 0.28, -2.77], [-2.35, 1.29, -1.16], [-1.42, 0.08, 2.16], [-1.12, 0.26, 4.46], [-1.47, -1.41, 3.95]]}